1.
Computed, not measured: a structure of composition C32H38MnN7O3PS2Te, with wB97M-V/def2-TZVPD.

Geometry as XYZ:
```
85
Properties=species:S:1:pos:R:3:forces:R:3
Mn 0.58666 -0.83356 0.54815 -0.009 -0.341 -0.349
C 5.75538 1.12958 -0.06616 0.005 -0.001 0.003
N 4.71457 0.13189 0.16566 0.000 0.006 -0.005
C 4.92752 -1.16274 0.54389 0.000 0.003 0.007
C 3.69649 -1.72477 0.70985 0.002 -0.008 0.020
N 2.73161 -0.79202 0.43186 -0.034 -0.002 -0.004
C 3.37911 0.32314 0.11474 0.019 0.003 0.000
P 2.55124 1.92057 -0.15441 0.016 -0.031 0.011
C 1.59494 1.77531 1.39121 0.089 -0.013 0.069
N 0.95517 0.67905 1.80060 -0.083 0.049 -0.094
C 0.44675 0.95007 3.04299 0.004 -0.025 -0.002
C 0.81855 2.20900 3.39700 0.026 0.004 0.007
N 1.55130 2.71261 2.35727 -0.089 0.020 -0.066
C 2.10410 4.06299 2.31652 -0.009 0.027 -0.027
C 1.34642 1.24593 -1.34149 0.094 -0.081 -0.087
N 0.65754 0.12022 -1.17048 -0.072 0.214 0.130
C -0.16295 -0.01390 -2.25762 0.017 -0.031 -0.015
C 0.08205 1.01132 -3.11778 0.039 -0.027 -0.025
N 1.04600 1.78754 -2.53623 -0.097 0.037 0.085
C 1.56552 3.03286 -3.09287 -0.020 0.061 0.040
H 6.67628 0.61539 -0.32539 -0.001 0.001 -0.005
H 5.91816 1.72577 0.82981 0.003 -0.003 0.002
H 5.47087 1.77784 -0.89051 -0.002 0.002 0.003
H 5.91722 -1.56660 0.66743 0.000 -0.002 -0.001
H 3.46284 -2.72167 1.03523 0.003 0.003 -0.004
H -0.17329 0.25712 3.58218 -0.004 -0.003 -0.004
H 0.62748 2.77990 4.28855 -0.002 0.003 -0.002
H 2.40047 4.34459 3.32335 0.009 -0.001 -0.009
H 1.35926 4.76183 1.94190 -0.040 0.031 -0.024
H 2.97532 4.08846 1.66762 -0.005 -0.005 -0.002
H -0.88530 -0.80478 -2.33300 -0.015 0.006 0.012
H -0.34027 1.25272 -4.07736 -0.002 0.003 0.002
H 1.34645 3.05012 -4.15651 0.005 0.002 0.007
H 2.64184 3.08608 -2.95091 -0.005 -0.008 0.000
H 1.08568 3.87867 -2.60445 -0.024 0.045 0.017
Te -1.22444 4.10726 -0.06380 0.163 -0.034 -0.024
C -0.53278 6.04442 -0.09254 -0.001 0.006 -0.011
C -1.17499 7.17146 0.37598 -0.005 -0.012 0.006
C -0.42556 8.35625 0.20312 -0.009 -0.006 0.002
C 0.78129 8.12945 -0.39630 0.004 -0.015 -0.009
S 1.00511 6.47640 -0.75135 0.000 -0.040 0.027
H -2.15738 7.13503 0.82460 0.001 0.000 0.000
H -0.76312 9.33689 0.50365 -0.001 -0.001 0.001
H 1.53677 8.85705 -0.64770 0.001 -0.004 -0.003
C -7.72011 -0.93798 -1.34240 -0.001 -0.001 -0.001
C -6.34217 -0.75546 -0.77384 -0.002 0.003 0.018
C -6.13510 -0.66052 0.59723 -0.008 -0.005 -0.018
C -4.86119 -0.49362 1.12231 0.007 -0.062 -0.010
C -3.78115 -0.41928 0.25881 -0.028 -0.046 0.066
C -3.96204 -0.50469 -1.11706 0.006 0.036 -0.016
C -5.23492 -0.67590 -1.62316 0.008 -0.005 -0.005
S -2.18780 -0.13290 0.92899 -0.091 0.180 -0.054
O -2.24935 -0.29839 2.35709 0.037 -0.026 0.015
O -1.30725 -1.23119 0.31934 0.195 0.153 0.115
O -1.68566 1.14094 0.44735 -0.092 -0.086 -0.021
H -8.47785 -0.91549 -0.56207 0.000 0.000 0.000
H -7.79935 -1.89284 -1.86431 -0.001 0.000 -0.002
H -7.94913 -0.15229 -2.06315 0.000 0.000 0.000
H -6.98215 -0.71680 1.26889 -0.001 0.002 0.000
H -4.70313 -0.42612 2.18953 0.006 0.010 -0.003
H -3.11406 -0.41803 -1.78404 0.005 0.018 -0.006
H -5.38276 -0.73917 -2.69463 -0.001 0.002 0.000
C 0.01934 -6.01882 -1.26221 0.004 -0.001 0.003
N 0.48258 -4.70026 -1.78723 0.013 0.001 0.003
C -0.64711 -3.72990 -1.86649 -0.007 -0.007 0.004
C 1.68033 -4.13493 -1.02551 0.006 -0.005 -0.009
C 1.38655 -3.92986 0.42718 -0.049 0.019 -0.058
C 1.56866 -4.98340 1.33101 -0.012 -0.005 0.002
C 1.25037 -4.83925 2.66994 0.002 -0.002 0.004
C 0.70813 -3.64229 3.12669 -0.005 -0.016 -0.018
C 0.53651 -2.60135 2.22884 -0.025 -0.075 0.074
C 0.91130 -2.71480 0.90006 0.056 0.100 0.197
H -0.73405 -6.41110 -1.94022 -0.001 0.000 0.001
H -0.40592 -5.86835 -0.27450 -0.001 0.000 -0.001
H 0.86506 -6.69952 -1.20922 -0.001 -0.001 -0.002
H 0.81336 -4.85954 -2.73889 -0.011 -0.004 -0.004
H -0.94485 -3.44272 -0.86021 -0.002 -0.003 -0.003
H -1.47685 -4.20163 -2.38696 0.006 0.004 -0.010
H -0.30418 -2.85913 -2.41840 0.002 0.007 0.015
H 1.92831 -3.19417 -1.51848 0.000 -0.005 -0.003
H 2.48753 -4.84984 -1.18453 0.002 0.002 0.006
H 1.97639 -5.92609 0.98234 0.002 0.002 -0.001
H 1.40989 -5.66035 3.35507 -0.001 0.001 0.001
H 0.42175 -3.53020 4.16363 -0.003 0.003 -0.001
H 0.06621 -1.67754 2.58688 0.016 -0.024 0.043
```
Forces are in eV/Å.

The spin multiplicity is 2. For the energy above the lowest of the compared OMol25 structures with the same formula, charge and spin, the calculation gives 56.7 kcal per mole. As for the total charge: +2. The HOMO energy (spin up / spin down) is -0.4417 / -0.4418 hartree. Its expectation value of S² is 0.764.

Mulliken population analysis, charges in e, atoms 1 to 8:
1. Mn -0.649
2. C -0.846
3. N 0.163
4. C -0.924
5. C -0.654
6. N 0.624
7. C -0.384
8. P -0.221

2.
Computed, not measured: a structure of composition C32H38N3O3P2PbSeSi, with wB97M-V/def2-TZVPD.

Geometry as XYZ:
```
81
Properties=species:S:1:pos:R:3:forces:R:3
Pb 0.62902 -1.95806 -1.12604 0.430 0.027 -0.116
N -0.29226 -4.31382 -0.80533 0.033 -0.054 0.221
C -0.12249 -4.66669 0.61501 -0.121 0.107 -0.168
C 1.26828 -4.26416 1.11452 0.115 0.060 -0.018
O 1.83985 -5.00808 1.91828 0.005 0.054 0.031
N 1.70836 -3.11940 0.59240 -0.059 -0.046 -0.020
C 3.09334 -2.75182 0.80218 -0.146 -0.027 0.033
C 3.74904 -2.14210 -0.44584 -0.008 0.092 -0.030
O 4.94669 -1.88245 -0.37609 0.013 0.073 -0.020
O 2.98539 -1.89475 -1.45564 -0.091 -0.067 0.041
H -1.24871 -4.35126 -1.14254 -0.001 0.076 -0.028
H 0.26404 -4.92621 -1.39257 -0.018 0.010 -0.036
H -0.25825 -5.72739 0.82425 0.018 -0.042 -0.023
H -0.86532 -4.10942 1.19145 -0.028 -0.030 0.000
H 3.68402 -3.61069 1.12092 0.014 -0.027 0.009
H 3.19824 -1.99188 1.58834 0.022 -0.023 0.045
C -2.17529 1.22211 -0.85124 0.072 -0.078 0.078
N -1.12458 1.31958 0.20926 0.133 -0.050 -0.071
P -0.96699 -0.20282 1.05582 -0.260 0.088 0.093
C -0.14781 0.23249 2.63276 0.023 -0.053 -0.030
C -0.53631 1.30816 3.42844 -0.039 0.006 0.068
C 0.05390 1.51047 4.66236 0.049 -0.036 0.019
C 1.04805 0.64254 5.11124 -0.044 0.034 -0.050
C 1.44341 -0.42535 4.32314 -0.036 0.016 -0.066
C 0.84298 -0.63403 3.08318 0.054 0.036 -0.010
C -2.66927 -0.44278 1.71789 0.044 0.130 -0.026
C -3.52197 0.60670 2.06413 -0.002 -0.031 0.010
C -4.75137 0.34931 2.64930 0.018 -0.034 -0.023
C -5.14484 -0.96121 2.90270 0.031 0.035 -0.019
C -4.30760 -2.00950 2.55714 0.023 0.031 -0.020
C -3.08012 -1.74767 1.95886 0.013 -0.063 -0.008
P 0.35470 1.74097 -0.69214 -0.211 0.038 -0.027
C -0.04424 3.49760 -1.06050 -0.015 -0.015 0.098
C -0.86556 4.29168 -0.26144 -0.049 0.010 -0.003
C -1.09863 5.61836 -0.59123 0.049 -0.013 -0.045
C -0.51227 6.16756 -1.72711 -0.008 -0.039 0.039
C 0.29762 5.38198 -2.53362 -0.019 -0.044 0.024
C 0.52193 4.04983 -2.20508 0.044 0.045 0.005
C 1.63956 1.93259 0.58572 0.130 -0.105 -0.015
C 1.61351 2.83973 1.64596 0.008 0.070 -0.057
C 2.65580 2.88019 2.55293 0.047 -0.075 -0.021
C 3.74264 2.01782 2.40986 -0.043 0.012 0.018
C 3.79383 1.12745 1.35109 -0.130 -0.036 -0.063
C 2.74232 1.09041 0.43634 -0.011 -0.022 0.162
H -3.10871 0.85742 -0.43102 -0.010 0.004 0.025
H -1.88819 0.54682 -1.66721 -0.030 -0.004 0.012
H -2.35105 2.21775 -1.25784 0.003 0.002 -0.018
H -1.29925 1.99269 3.07617 0.014 -0.026 -0.003
H -0.25406 2.34791 5.27714 0.013 -0.004 0.000
H 1.51749 0.81000 6.07302 -0.014 -0.010 0.002
H 2.22101 -1.09899 4.66011 -0.005 0.001 -0.001
H 1.15081 -1.47032 2.45932 -0.040 0.044 0.053
H -3.22216 1.62825 1.86110 0.003 -0.012 -0.004
H -5.40731 1.17182 2.90711 0.004 -0.006 0.000
H -6.10573 -1.16095 3.36018 0.006 0.005 -0.001
H -4.60939 -3.03258 2.74277 0.006 0.008 -0.009
H -2.43311 -2.57113 1.67628 -0.018 0.028 0.007
H -1.34063 3.85183 0.60943 0.033 0.004 -0.022
H -1.73811 6.22666 0.03700 -0.006 -0.005 -0.011
H -0.69671 7.20264 -1.98617 0.002 0.001 0.001
H 0.74407 5.79948 -3.42743 0.004 -0.004 0.010
H 1.14203 3.42961 -2.84364 -0.019 0.008 0.000
H 0.77459 3.51632 1.76451 0.009 -0.053 -0.015
H 2.61917 3.57509 3.38335 0.013 -0.009 -0.002
H 4.54614 2.04092 3.13636 0.005 0.014 -0.016
H 4.62216 0.44129 1.22671 0.032 0.005 -0.021
H 2.78224 0.38180 -0.38521 0.025 0.047 -0.043
C -1.30663 -2.14639 -6.46834 -0.002 -0.024 -0.190
Si -0.48602 -1.88957 -4.80172 -0.110 -0.035 0.182
C 0.97707 -3.06850 -4.72542 0.104 -0.072 -0.013
C 0.21170 -0.14919 -4.76300 0.113 0.150 -0.033
Se -1.92020 -2.21641 -3.13242 -0.136 -0.114 0.075
H -0.57359 -2.07406 -7.28106 -0.064 0.002 0.034
H -2.08590 -1.39910 -6.63726 0.010 -0.034 0.015
H -1.77228 -3.13409 -6.50761 0.003 0.035 -0.018
H 1.64760 -2.92613 -5.58064 -0.022 -0.015 0.050
H 0.62451 -4.10344 -4.73323 0.035 0.015 0.015
H 1.57626 -2.91502 -3.82029 0.013 -0.034 -0.068
H 0.78069 0.08099 -5.67162 -0.013 -0.007 0.069
H 0.87960 -0.02423 -3.90389 -0.039 0.039 -0.032
H -0.60078 0.57481 -4.66462 0.031 0.015 -0.010
```
Forces are in eV/Å.

For the energy above the lowest of the compared OMol25 structures with the same formula, charge and spin, the calculation gives 16.5 kcal per mole. As for the total charge: -1. The HOMO energy is -0.1577 hartree.

Mulliken population analysis, charges in e, atoms 1 to 8:
1. Pb 1.373
2. N -0.444
3. C -0.065
4. C 0.514
5. O -0.777
6. N -0.127
7. C -0.379
8. C 0.392

3.
Computed, not measured: a structure of composition C32H38NNbP2S4, with wB97M-V/def2-TZVPD.

Geometry as XYZ:
```
78
Properties=species:S:1:pos:R:3:forces:R:3
Nb 0.14628 -0.42141 1.30361 -0.318 -0.669 -0.681
C -2.85542 1.14289 1.63621 0.143 0.521 0.605
C -2.09512 1.65979 2.84811 -0.928 0.363 -0.116
S -0.29262 1.63379 2.56791 -0.576 0.241 1.243
C 0.22638 1.23889 4.27041 0.145 -0.131 0.793
C 1.66968 0.76709 4.29441 -0.279 1.095 -0.053
S 1.97958 -0.35321 2.90671 1.343 -0.908 1.383
C 1.96878 -1.98211 3.71401 0.007 -0.893 -0.242
C 0.56578 -2.49721 3.99721 0.538 -0.033 0.735
S -0.47112 -2.47341 2.49651 -0.910 -0.218 2.019
C -2.06322 -2.07531 3.29041 -0.732 0.221 0.389
C -3.07332 -1.60481 2.25861 0.248 -0.956 0.182
S -2.27852 -0.48781 1.07651 -1.545 2.880 6.494
H -2.72602 1.83779 0.79841 -0.229 -0.174 0.089
H -3.92982 1.10289 1.84331 0.121 -0.112 -0.044
H -2.35682 1.06069 3.72551 0.384 0.043 -0.014
H -2.39402 2.69139 3.06081 0.161 -0.030 -0.026
H -0.41562 0.45139 4.67531 -0.164 0.139 -0.202
H 0.10578 2.12389 4.90321 -0.050 0.019 -0.175
H 1.91618 0.30029 5.25311 0.004 -0.155 -0.251
H 2.33878 1.62699 4.17631 0.077 -0.267 -0.113
H 2.55788 -1.94071 4.63611 -0.041 0.134 -0.140
H 2.48708 -2.67901 3.04521 0.110 0.252 -0.014
H 0.10978 -1.89591 4.78971 -0.242 -0.080 -0.233
H 0.61608 -3.52801 4.36281 -0.022 0.061 -0.100
H -1.91452 -1.28641 4.03321 0.254 -0.157 -0.044
H -2.44032 -2.95881 3.81531 0.218 -0.057 -0.086
H -3.93812 -1.13621 2.73831 0.167 0.087 -0.158
H -3.44872 -2.46561 1.69371 -0.001 0.176 -0.118
N 0.87808 0.84949 -0.97199 0.100 0.083 1.011
P 1.97488 -0.37281 -0.35469 0.912 0.580 -3.619
C 3.41728 -0.08531 -1.45129 0.709 0.108 0.215
C 3.73858 1.18749 -1.94879 -0.072 0.408 0.141
C 4.85668 1.38109 -2.76649 -0.359 -0.144 0.183
C 5.68398 0.30839 -3.08589 -0.072 0.033 0.068
C 5.40038 -0.95681 -2.58049 -0.437 -0.042 0.251
C 4.28208 -1.14901 -1.76439 0.075 -0.388 0.143
C 1.19128 -1.84371 -1.11989 0.819 -0.516 -0.294
C 1.05588 -2.01571 -2.50659 -0.190 0.085 -0.083
C 0.44068 -3.15581 -3.03049 0.203 0.664 0.112
C -0.04902 -4.14061 -2.17639 -0.023 -0.137 0.569
C 0.07508 -3.98661 -0.79819 -0.418 -0.207 0.015
C 0.69028 -2.84661 -0.27389 0.044 -0.075 -0.652
P -0.73162 1.19589 -0.36229 1.358 1.389 -5.082
C -1.66722 0.34609 -1.69959 -1.042 -0.705 0.811
C -1.64222 0.76529 -3.04109 0.020 0.344 -0.033
C -2.35012 0.06879 -4.02379 0.307 0.076 0.359
C -3.09092 -1.05901 -3.68169 -0.174 -0.092 0.131
C -3.12602 -1.48991 -2.35779 0.289 0.213 -0.183
C -2.42002 -0.79211 -1.37379 -0.057 -1.378 -2.946
C -0.90612 2.95309 -0.85159 -0.294 0.600 0.824
C -2.19432 3.49449 -1.01869 -0.258 0.034 0.096
C -2.37622 4.83389 -1.37289 0.008 -0.500 0.088
C -1.27232 5.66099 -1.55319 0.115 -0.054 0.032
C 0.01068 5.15199 -1.36799 -0.062 -0.423 0.032
C 0.19108 3.81159 -1.01069 0.428 0.105 0.208
H 0.85008 0.79459 -1.98879 0.000 0.057 -0.255
H 3.12768 2.05079 -1.69849 0.045 -0.088 -0.022
H 5.08378 2.37429 -3.14559 -0.108 -0.170 0.087
H 6.55468 0.45979 -3.71829 -0.130 -0.015 0.110
H 6.04988 -1.79601 -2.81489 -0.162 0.110 0.068
H 4.09258 -2.14801 -1.37479 0.015 0.111 -0.075
H 1.42218 -1.26151 -3.19879 0.088 -0.075 0.119
H 0.33798 -3.26781 -4.10649 0.083 0.014 0.148
H -0.53142 -5.02411 -2.58519 0.130 0.068 0.093
H -0.31022 -4.75071 -0.12839 0.050 0.061 -0.097
H 0.76868 -2.74501 0.80671 1.116 -0.494 -0.312
H -1.06982 1.64079 -3.33939 -0.119 0.012 0.090
H -2.31912 0.40769 -5.05599 0.042 -0.008 0.189
H -3.63692 -1.60481 -4.44639 0.039 0.120 0.095
H -3.69352 -2.37661 -2.08879 0.064 0.114 -0.054
H -2.44812 -1.15971 -0.35019 -0.426 -1.088 -3.951
H -3.07632 2.87229 -0.87579 0.041 0.096 -0.202
H -3.38102 5.22779 -1.50209 0.161 -0.125 0.002
H -1.41172 6.70359 -1.82629 0.024 -0.159 0.048
H 0.87468 5.79929 -1.49199 -0.112 -0.166 0.003
H 1.20358 3.45159 -0.84749 -0.136 0.004 -0.050
H -0.54272 -1.61441 0.11061 -0.519 0.170 0.447
```
Forces are in eV/Å.

As for the total charge: +4. The HOMO energy (spin up / spin down) is -0.6951 / -0.6951 hartree.

Mulliken population analysis, charges in e, atoms 1 to 8:
1. Nb -2.468
2. C -0.283
3. C -0.785
4. S 0.331
5. C -0.605
6. C -0.840
7. S 0.195
8. C -0.977

Number 1: strongest force on any atom 0.49 eV Å⁻¹. Number 2: strongest force on any atom 0.45 eV Å⁻¹. Number 3: strongest force on any atom 7.27 eV Å⁻¹.